Record 1
Here is a cluster of 4 separate species, C22H23O15PSi in total at a distorted geometry from the OMol25 dataset. Energies are from ωB97M-V/def2-TZVPD.

The geometry in XYZ format:
```
62
Properties=species:S:1:pos:R:3:forces:R:3
C -0.594722 2.429976 -1.639105 -0.1 -0.6 0.2
C -1.120688 1.168316 -1.724623 0.0 0.2 -0.4
C -1.331830 0.560218 -3.084592 1.9 -0.6 0.0
Si 0.381756 0.327467 -3.913563 -0.2 -0.4 0.2
C 0.658154 1.272816 -5.537466 -0.3 -0.3 -0.1
P 0.325312 3.027152 -5.512690 0.9 0.7 0.3
O 1.047519 3.754750 -4.471156 -0.1 -0.1 0.1
O 0.789128 3.590664 -6.945281 -0.3 -0.4 -0.1
O -1.259302 3.258589 -5.464328 -0.1 -0.4 -0.2
H 0.408021 2.605594 -2.018771 -0.7 0.7 -1.7
H -1.153513 3.257176 -1.214589 0.8 -0.2 1.6
H -1.325330 0.497994 -0.888103 -1.6 0.9 0.1
H -1.827031 -0.404808 -2.984037 0.1 -0.1 -0.2
H -1.938904 1.217832 -3.700181 -0.2 0.0 0.2
H 1.438036 0.588879 -2.925087 0.1 0.2 -0.1
H 0.476621 -1.112986 -4.263377 0.1 0.0 -0.1
H 1.714271 1.189486 -5.805273 0.1 0.0 0.1
H 0.109539 0.745963 -6.325408 -0.1 0.1 0.0
H 0.481580 3.030367 -7.669707 0.0 0.2 -0.1
H -1.776043 2.447043 -5.521496 0.0 0.1 0.0
O 1.305810 -1.835912 4.997071 0.1 0.1 0.0
C 0.650572 -1.681551 3.983355 -0.2 -0.1 0.1
C -0.674007 -2.233662 3.778551 0.0 0.0 0.1
C -1.301781 -2.014442 2.615202 0.0 -0.1 0.1
O -2.512006 -2.478754 2.342395 0.0 0.0 -0.1
C -0.668019 -1.209441 1.504545 0.3 0.0 0.0
O -1.317201 -1.079819 0.474726 -0.2 -0.2 0.2
C 0.639052 -0.640276 1.712348 0.1 -0.1 -0.1
C 1.265839 -0.857336 2.878204 0.0 0.0 -0.1
O 2.466411 -0.372130 3.157835 0.0 -0.1 0.1
H -1.115143 -2.809360 4.579684 0.0 0.0 0.0
H -2.725354 -2.175774 1.438862 0.0 0.0 0.0
H 1.073593 -0.052062 0.918140 0.0 0.0 0.0
H 2.680667 -0.681386 4.060069 0.0 0.0 0.0
O -0.454730 1.913843 1.646382 -0.2 0.0 0.0
C -1.018085 2.522979 2.537219 0.1 0.2 0.0
C -0.441084 3.639980 3.254400 0.1 0.0 0.0
C -1.142551 4.219718 4.239039 0.1 0.0 -0.1
O -0.695407 5.244434 4.948803 -0.1 0.0 0.1
C -2.521716 3.743085 4.629974 -0.2 -0.2 -0.1
O -3.071218 4.321562 5.549045 0.1 0.1 0.0
C -3.108978 2.641778 3.893359 -0.1 0.0 0.1
C -2.409863 2.067002 2.905160 -0.2 0.0 0.0
O -2.873092 1.063610 2.170945 0.1 0.0 0.0
H 0.548325 3.969420 2.970286 0.0 0.0 0.0
H -1.401890 5.457863 5.589871 0.0 0.0 0.0
H -4.104323 2.321321 4.166466 0.0 0.0 0.0
H -2.177034 0.856411 1.514255 0.0 0.0 -0.1
O 2.420151 -6.631833 0.173983 -0.2 0.0 0.0
C 2.340461 -5.455721 -0.128844 0.2 0.1 0.0
C 3.467737 -4.548314 -0.185010 0.0 -0.1 0.0
C 3.262871 -3.264923 -0.516025 0.1 -0.1 0.0
O 4.232220 -2.366818 -0.591981 -0.1 0.1 0.0
C 1.886851 -2.730346 -0.832417 -0.3 -0.1 0.0
O 1.794668 -1.546776 -1.102042 0.2 0.1 0.0
C 0.761503 -3.640111 -0.797183 -0.1 0.1 0.0
C 0.966842 -4.924042 -0.468756 -0.1 0.1 0.0
O 0.000706 -5.826813 -0.411509 0.1 -0.1 0.0
H 4.447770 -4.941248 0.045224 0.0 0.0 0.0
H 3.805269 -1.524687 -0.846016 0.0 0.0 0.0
H -0.216493 -3.246937 -1.039332 0.0 0.0 0.0
H 0.430081 -6.665021 -0.147452 0.0 0.0 0.0
```
Positions in Å, forces in eV/Å.

Output
DFT total energy (eV): -71064.439
Orbital gap (eV): 5.6841
HOMO (eV): -7.42

Here are the Mulliken charges for atoms 1 to 8, given in e: number 1, C, carries -0.60; number 2, C, carries 0.15; number 3, C, carries -0.53; number 4, Si, carries 0.41; number 5, C, carries -0.76; number 6, P, carries 0.98; number 7, O, carries -0.62; number 8, O, carries -0.53

=====

Record 2
Here is a structure of composition C55H47GeMoN7O4 at a distorted geometry from the OMol25 dataset. Energies are from ωB97M-V/def2-TZVPD.

The geometry in XYZ format:
```
115
Properties=species:S:1:pos:R:3:forces:R:3
Mo -0.305300 -0.439600 0.780100 -0.3 0.1 2.3
O 6.331400 -1.936800 3.216600 0.0 0.1 0.6
C 6.013200 -2.042900 2.024700 -0.6 0.2 -0.1
O 6.678600 -2.444100 1.062600 0.2 -0.2 -0.7
C 4.543700 -1.600000 1.686500 0.2 0.1 0.5
C 3.998200 -1.740700 0.402600 -0.6 0.0 -0.2
C 2.677200 -1.393700 0.165800 0.8 -0.3 0.5
N 1.864600 -0.868000 1.117000 0.4 0.2 0.2
C 2.430600 -0.609100 2.338900 -0.1 0.0 0.1
C 3.750400 -1.019800 2.643300 0.0 -0.1 -0.3
C 1.605800 0.111900 3.235000 0.2 -0.2 -0.3
C 2.061200 0.633700 4.465800 -0.1 0.1 0.2
C 1.222700 1.325100 5.287000 0.3 -0.2 -0.2
C -0.120000 1.472700 4.878600 -0.3 -0.1 -0.1
C -0.506300 0.956000 3.669700 -0.2 0.2 0.4
N 0.307800 0.329200 2.803600 0.2 0.2 0.2
C 2.145800 -1.408200 -1.191800 -0.1 0.3 -0.9
C 2.624700 -2.230500 -2.213300 0.1 0.1 0.2
C 2.132100 -2.064100 -3.492900 -0.2 0.3 0.0
C 1.201600 -1.056200 -3.723300 0.1 -0.2 0.0
C 0.773600 -0.299400 -2.645400 -0.2 0.3 -0.2
N 1.201400 -0.487200 -1.410800 0.4 -0.7 0.2
H 4.639700 -2.086200 -0.392600 0.0 -0.1 -0.1
H 4.165800 -0.895900 3.632400 0.0 0.0 0.0
H 3.091800 0.484300 4.738600 0.2 0.0 0.0
H 1.567400 1.736600 6.223200 0.1 0.0 0.1
H -0.838700 1.980100 5.500300 -0.2 0.0 0.0
H -1.548800 1.057900 3.389700 0.1 0.0 -0.1
H 3.349200 -2.998900 -2.001300 0.1 -0.1 0.1
H 2.466500 -2.694700 -4.304300 0.0 -0.1 0.0
H 0.805400 -0.869100 -4.712700 0.0 0.0 0.0
H 0.097300 0.534900 -2.744400 -0.1 0.0 0.0
O 0.193800 1.879300 -1.052800 -0.4 -0.2 -0.2
C 0.890900 2.857800 -0.521400 0.3 0.4 0.5
C 0.858800 2.734400 1.091400 0.2 -0.1 -0.5
C -0.568300 2.703400 1.425000 0.2 -0.1 -0.2
C -1.178700 3.863100 1.886600 -0.5 0.0 0.3
C -2.548500 3.903400 2.062400 0.3 -0.5 -0.2
C -3.266500 2.773300 1.689700 0.1 0.3 0.2
C -2.610700 1.651300 1.206000 0.0 -0.2 0.2
C -3.399700 0.447200 0.807600 0.1 -0.3 -0.3
C -2.979100 0.026600 -0.624300 -1.1 0.2 0.2
O -1.667100 -0.339900 -0.579100 -0.1 0.0 -1.0
C -3.259300 1.149200 -1.633400 0.2 0.2 0.1
C -2.563400 1.162000 -2.833500 0.0 0.0 0.1
C -2.841300 2.109600 -3.801600 0.0 -0.1 -0.1
C -3.854800 3.033100 -3.603900 -0.1 0.1 -0.1
C -4.565100 3.016100 -2.417500 -0.1 0.2 0.0
C -4.262100 2.090100 -1.435500 0.1 -0.1 0.0
C -3.859000 -1.113700 -1.163600 0.2 -0.2 0.1
C -3.247800 -2.227100 -1.724200 0.2 0.1 0.1
C -3.999200 -3.241500 -2.290400 -0.1 -0.1 -0.1
C -5.380200 -3.150400 -2.316400 0.0 -0.1 -0.1
C -5.998000 -2.038600 -1.767300 -0.2 0.0 0.0
C -5.245600 -1.024600 -1.201200 0.0 -0.1 0.1
N -1.263100 1.580600 1.114400 -0.5 0.9 0.3
C 2.366900 2.829000 -0.967000 0.0 0.1 -0.1
C 2.764900 3.571800 -2.076100 0.0 -0.1 0.0
C 4.060100 3.497700 -2.559700 0.0 0.1 -0.1
C 4.989400 2.671100 -1.953400 0.1 -0.1 -0.1
C 4.600900 1.899600 -0.871800 0.1 0.0 0.1
C 3.308300 1.986300 -0.383400 -0.1 0.0 0.1
C 0.276200 4.252300 -0.765400 0.0 0.0 -0.2
C 0.897500 5.435000 -0.380300 -0.1 0.0 0.0
C 0.238900 6.646000 -0.506300 0.2 0.2 0.2
C -1.048200 6.694100 -1.019200 -0.1 0.2 0.0
C -1.670900 5.519600 -1.406900 -0.1 0.2 0.0
C -1.011100 4.312000 -1.279700 0.1 -0.1 -0.1
H 1.389600 3.562200 1.558200 0.0 0.0 0.2
H 1.339300 1.787600 1.307600 0.1 0.1 0.1
H -0.561800 4.719100 2.114100 0.1 0.0 0.0
H -3.043600 4.778400 2.462000 0.0 0.0 0.0
H -4.341700 2.757800 1.800700 -0.1 -0.1 -0.1
H -4.465800 0.636000 0.912200 0.0 0.0 0.0
H -3.107800 -0.405700 1.440900 -0.3 0.3 -0.1
H -1.804000 0.412300 -2.984200 0.1 0.0 0.0
H -2.268300 2.127300 -4.718000 0.0 0.0 -0.1
H -4.100700 3.752200 -4.374300 0.1 0.1 0.0
H -5.363200 3.727500 -2.246500 0.0 0.1 0.0
H -4.826400 2.109300 -0.517200 -0.1 0.0 0.1
H -2.169600 -2.284000 -1.696300 0.0 0.0 0.0
H -3.504300 -4.107200 -2.706900 0.1 -0.1 0.0
H -5.972500 -3.935500 -2.769500 0.0 0.0 0.0
H -7.077000 -1.958100 -1.784900 -0.1 0.0 0.0
H -5.745900 -0.152500 -0.804900 -0.1 0.1 0.0
H 2.045900 4.214200 -2.567100 0.0 0.0 0.0
H 4.350400 4.100600 -3.411200 0.0 0.0 -0.1
H 6.004700 2.619300 -2.324100 0.0 0.0 0.0
H 5.306100 1.235300 -0.392200 0.0 -0.1 0.0
H 3.047300 1.371900 0.464900 0.0 -0.1 0.1
H 1.901800 5.405800 0.024100 0.1 0.0 0.0
H 0.728800 7.557200 -0.181300 0.0 0.0 -0.1
H -1.559900 7.646000 -1.108800 0.0 0.0 0.0
H -2.681800 5.541000 -1.791100 -0.1 0.0 -0.1
H -1.483200 3.383700 -1.565100 0.0 -0.2 0.0
N -0.093200 -2.302700 0.021000 0.0 -1.9 -1.2
C -0.112200 -3.186700 -0.753000 0.1 1.1 1.2
N -0.196500 -4.247700 -1.403100 -0.5 -0.7 0.9
C 0.032900 -4.685800 -2.583300 0.1 -0.1 -0.8
N 0.163400 -5.211300 -3.606500 0.2 -0.1 -0.5
C -3.942100 -2.357200 3.705100 0.5 0.0 -0.4
Ge -2.513700 -3.039800 2.433600 -0.9 -0.9 0.4
C -3.571700 -4.006000 1.037100 0.5 0.5 0.3
C -1.696500 -4.549500 3.492700 0.1 0.6 -0.4
C -1.381500 -1.471900 2.153000 0.4 0.2 -0.7
H -4.508700 -3.158400 4.172300 0.0 -0.2 0.0
H -4.644100 -1.713500 3.180100 -0.1 0.1 -0.1
H -3.482200 -1.768100 4.495800 0.1 0.1 0.1
H -4.151900 -4.787100 1.523100 0.0 -0.1 0.2
H -2.931600 -4.466500 0.293300 0.2 -0.1 -0.2
H -4.261100 -3.342800 0.527800 -0.1 0.1 -0.1
H -2.482200 -5.187000 3.893300 -0.2 0.0 0.0
H -1.104400 -4.175400 4.321700 0.1 0.1 0.1
H -1.049900 -5.156400 2.867300 0.1 -0.1 -0.1
H -1.449800 -1.073200 3.169600 0.3 0.1 -0.1
```
Positions in Å, forces in eV/Å.

Output
Spin multiplicity: 3
Energy above the lowest of the compared OMol25 structures with the same formula, charge and spin (kcal per mole): 13.92
DFT total energy (eV): -134791.376
Orbital gap (alpha / beta) (eV): 4.4242 / 6.8250
Charge: -2
HOMO (alpha / beta) (eV): -0.63 / -3.04

Here are the Mulliken charges for atoms 1 to 8, given in e: number 1, Mo, carries -1.48; number 2, O, carries -0.75; number 3, C, carries 0.39; number 4, O, carries -0.74; number 5, C, carries -1.22; number 6, C, carries -1.22; number 7, C, carries 0.67; number 8, N, carries 1.42

=====

Record 3
Here is a structure of composition C22H27F18NO7Si2 at a distorted geometry from the OMol25 dataset. Energies are from ωB97M-V/def2-TZVPD.

The geometry in XYZ format:
```
77
Properties=species:S:1:pos:R:3:forces:R:3
C 1.140376 -3.011942 0.141248 0.4 -0.3 -0.3
C 2.008684 -2.662603 -1.154430 0.4 0.2 0.9
F 3.267248 -2.105030 -0.642742 -1.3 -0.7 -0.1
Si 1.205821 -1.273584 -2.266540 0.8 -0.4 0.7
N -0.529699 -1.281909 -1.872460 0.5 -0.3 -0.5
O 2.036797 0.192237 -1.887363 -2.8 0.3 0.2
Si 0.995316 1.537438 -1.617857 1.0 -1.3 -0.8
C 0.442700 1.700547 0.257401 1.2 -0.8 -0.8
F -0.116568 0.450097 0.601669 0.5 2.2 0.4
F 1.622489 1.914092 1.029298 -2.3 -0.4 -0.6
C -0.551536 2.952127 0.360485 2.4 1.1 0.8
F 0.255358 4.027391 0.850679 -1.6 -2.1 -1.0
F -0.888582 3.331081 -0.951121 -0.2 -0.7 2.5
C -1.763790 2.828356 1.377006 -0.7 2.0 1.6
F -1.499090 2.011549 2.503479 -0.4 1.3 -3.0
F -1.925489 4.130983 1.944538 0.1 -2.5 -1.3
C -3.216447 2.520807 0.736299 -1.3 1.6 1.7
F -4.087162 2.716231 1.857761 1.3 -1.0 -2.2
F -3.613744 3.527483 -0.177940 1.3 -2.6 1.6
C -3.403243 1.062973 0.156170 2.4 -1.7 -1.1
F -2.495445 0.960370 -0.943878 -1.7 0.6 2.1
F -2.953708 0.049256 1.041719 -1.4 2.6 -1.4
C -4.807905 0.663724 -0.448059 -0.2 -1.2 -2.4
F -4.806444 1.055993 -1.815462 -0.1 -0.4 3.0
F -4.889371 -0.749656 -0.477009 0.1 2.8 0.5
C -6.139662 1.206371 0.185288 -2.9 1.2 -1.2
F -6.316026 2.612033 0.099908 1.2 -3.0 0.3
F -7.193092 0.700844 -0.634032 2.3 0.8 1.5
C -6.503097 0.731876 1.666086 -2.4 -1.1 1.5
F -7.403966 -0.358271 1.554066 2.1 2.2 0.3
F -7.248867 1.733718 2.321691 2.3 -2.2 -1.3
F -5.444813 0.272541 2.433147 -1.9 1.4 -1.6
H 0.452452 -2.164685 0.453113 0.9 -1.0 -0.5
H 0.511650 -3.947402 -0.081861 0.9 1.3 0.5
H 1.877597 -3.195803 1.000628 -1.2 0.0 -1.3
H 2.314960 -3.577631 -1.767521 -0.5 1.2 1.0
H 1.307161 -1.658261 -3.690027 0.2 0.5 0.0
H -1.119050 -0.952173 -2.645688 0.3 -0.2 0.5
H -0.863468 -2.214133 -1.580238 0.2 0.8 -0.1
H 1.553317 2.818531 -2.032628 0.3 0.0 0.2
H -0.216579 1.304937 -2.435741 0.0 0.0 0.2
O -6.765349 -5.552068 5.619783 -0.1 0.4 -0.6
C -6.590507 -4.460023 5.149978 0.2 -0.9 0.5
O -6.781473 -4.157930 3.837222 -0.1 -0.2 0.3
C -6.378529 -2.804221 3.596447 0.0 0.3 -0.4
C -6.442919 -2.123963 4.944897 0.0 0.6 0.2
C -6.091896 -3.250416 5.895179 -0.2 0.5 0.0
H -5.365860 -2.810201 3.181620 0.0 0.0 0.0
H -7.053050 -2.343536 2.874640 0.1 -0.3 0.0
H -5.780629 -1.260330 5.023550 0.0 -0.1 -0.1
H -7.464621 -1.783899 5.140309 0.1 0.0 -0.1
H -5.012828 -3.340890 6.039229 -0.1 -0.1 0.1
H -6.600214 -3.142673 6.852602 0.2 -0.3 0.0
O 3.970085 3.247255 -3.064339 0.1 -0.4 0.6
C 4.623998 3.029988 -2.079138 -0.5 0.5 -0.7
O 4.207584 2.245593 -1.048450 0.0 0.1 -0.4
C 5.177223 2.290071 0.005340 0.1 -0.2 0.5
C 6.468187 2.711134 -0.659298 0.6 0.0 0.1
C 5.981113 3.608073 -1.778519 0.4 -0.3 0.2
H 4.842013 3.010375 0.757258 0.0 0.0 -0.1
H 5.258613 1.306367 0.470331 -0.3 0.1 -0.1
H 7.164636 3.199672 0.023781 -0.1 -0.1 0.0
H 6.970209 1.835337 -1.083015 0.0 0.1 0.1
H 5.862206 4.642779 -1.449132 0.0 0.0 -0.2
H 6.632237 3.554212 -2.650322 -0.2 0.3 -0.1
O 3.945114 -1.902349 -3.083650 0.6 -0.1 -1.1
C 5.123509 -1.768760 -3.263302 -0.9 -0.2 0.5
O 5.771308 -2.162849 -4.393009 -0.3 0.1 0.2
C 7.179458 -1.956208 -4.230407 0.4 -0.1 -0.3
C 7.305255 -0.906925 -3.149245 0.4 0.4 0.2
C 6.101309 -1.193877 -2.275103 0.4 0.4 -0.1
H 7.640477 -2.906066 -3.943784 0.0 0.0 0.0
H 7.612882 -1.624442 -5.175081 -0.2 -0.2 0.0
H 8.256154 -0.950252 -2.615613 0.0 0.0 -0.1
H 7.210432 0.091266 -3.588449 0.0 -0.1 0.0
H 6.320132 -1.945137 -1.512922 -0.2 0.1 0.0
H 5.708658 -0.285614 -1.818469 -0.3 -0.3 0.2
```
Positions in Å, forces in eV/Å.

Output
DFT total energy (eV): -103744.589
Orbital gap (eV): 9.8887
HOMO (eV): -9.89

Here are the Mulliken charges for atoms 1 to 8, given in e: number 1, C, carries -1.01; number 2, C, carries 0.29; number 3, F, carries -0.31; number 4, Si, carries 0.31; number 5, N, carries -0.66; number 6, O, carries 0.08; number 7, Si, carries 0.75; number 8, C, carries 0.58

=====

> DFT total energy of number 1 (C22H23O15PSi)?

-71064.439 eV

=====

> Which value of DFT total energy does entry 2 give?

-134791.376 eV

=====

> Which of these has the highest DFT total energy?

C22H23O15PSi